Entry from the Open Molecules 2025 dataset: a cluster of 6 separate species, C3H18NO7 in total (ωB97M-V/def2-TZVPD).

XYZ file:
```
29
Properties=species:S:1:pos:R:3:forces:R:3:mulliken_spin:R:1
O 1.775 2.425 1.615 1.3 3.3 1.2 0.081
O 0.683 1.252 -3.249 0.2 1.2 1.6 -0.067
O 1.038 -0.146 3.382 1.2 1.1 0.7 0.017
O 0.170 2.468 -0.784 1.0 0.3 -3.8 -0.152
O 1.331 0.352 -1.314 -0.6 -0.8 0.2 -0.031
O -2.036 -0.731 1.930 -0.4 -0.3 1.2 0.135
O 1.337 -0.995 0.933 0.6 4.0 -1.0 -0.166
N -0.895 -1.210 -0.911 -1.1 0.7 0.1 -0.638
C -0.778 -0.430 -2.283 -1.0 1.3 3.3 0.492
C 0.469 0.413 -2.151 2.2 0.9 -2.6 0.468
C -1.600 -2.635 -0.930 5.0 -1.0 -0.2 0.392
H 0.512 -0.311 2.614 -0.9 -0.6 -0.6 0.032
H 2.218 -1.212 1.218 0.6 -1.0 0.4 0.057
H -1.637 0.290 -2.247 0.3 -0.2 0.1 -0.059
H -1.554 -0.617 -0.147 1.2 -0.7 -1.8 0.308
H -2.254 0.040 2.496 0.2 -0.2 -0.6 -0.039
H 1.512 3.262 2.151 -0.4 -2.2 -0.9 -0.009
H -2.643 -2.661 -1.117 -0.9 0.8 0.3 -0.129
H -2.254 -1.479 2.539 0.3 0.4 -0.7 -0.007
H 1.715 0.432 2.964 -0.5 -0.3 0.8 0.034
H -0.921 -0.958 -3.191 0.4 -0.9 -0.5 0.080
H 1.554 0.052 0.752 -1.3 -3.5 0.2 0.014
H -1.219 -3.164 0.026 -1.2 1.1 -1.4 -0.022
H 2.671 2.819 1.418 -0.7 -1.2 -0.2 -0.023
H 1.248 2.078 -2.937 -1.6 -2.7 -0.6 0.007
H 0.103 -1.080 -0.474 -1.5 -1.3 -0.4 0.057
H -0.444 2.604 -0.141 -2.7 0.7 3.0 0.082
H 1.011 2.393 -0.376 1.0 -0.2 1.0 0.057
H -1.114 -3.252 -1.787 -0.7 1.2 1.3 0.030
```
Positions in Å, forces in eV/Å.

Computed properties:
ΔE to the lowest compared entry with this formula, charge and spin, eV: 1.9091
Net charge: 0
Molar mass, g mol⁻¹: 180.18
HOMO level (alpha / beta), Ha: -0.1043 / -0.3764
Multiplicity: 2

***

Entry from the Open Molecules 2025 dataset: a structure of composition C3H20N6O7Pt (ωB97M-V/def2-TZVPD).

XYZ file:
```
37
Properties=species:S:1:pos:R:3:forces:R:3:mulliken_spin:R:1
Pt 0.658 0.199 0.854 0.6 -0.4 -0.4 1.657
O 0.427 -1.994 1.485 0.3 -0.4 0.4 0.056
O -1.652 1.871 0.979 -0.6 0.2 0.7 0.005
O -0.015 0.873 2.872 -0.2 0.0 0.5 0.045
O 2.749 0.311 1.878 0.2 0.2 0.4 0.053
O 1.984 -0.551 -0.769 0.3 0.3 -0.3 0.065
O 0.937 2.201 -0.143 0.3 0.3 -0.1 0.056
O -0.857 -0.554 -0.597 -0.8 -0.2 0.1 0.057
N -3.455 2.476 2.257 -0.3 -0.3 -0.2 0.000
N -1.235 -0.289 -2.813 0.1 0.1 0.2 -0.002
N -3.738 1.451 0.209 0.3 0.5 1.1 0.000
N 3.505 -0.601 -2.452 -0.4 -0.5 0.9 0.000
N -1.952 -2.197 -1.714 0.3 0.2 -0.4 0.000
N 3.214 -2.427 -1.072 0.1 -0.2 0.2 -0.002
C 2.878 -1.155 -1.382 -0.1 -0.3 -0.4 0.006
C -1.317 -0.998 -1.657 -0.3 -0.1 -0.2 0.007
C -2.885 1.918 1.168 0.8 0.1 -0.9 0.001
H 1.747 2.430 -0.611 0.0 -0.1 0.0 0.000
H 0.483 -2.354 2.378 -0.1 0.1 0.1 0.000
H -1.187 0.709 -2.699 0.3 0.0 -0.1 0.000
H -4.721 1.614 0.335 -0.1 -0.4 -0.5 0.000
H 0.511 0.850 3.679 0.2 -0.1 -0.1 0.002
H -2.907 2.836 3.014 0.1 0.1 -0.1 0.000
H -4.447 2.378 2.392 0.0 0.1 0.2 0.000
H 3.464 0.399 -2.518 0.1 0.0 -0.4 0.000
H -3.344 0.837 -0.476 -0.3 0.0 -0.2 0.000
H 2.825 -2.855 -0.250 -0.2 0.1 -0.1 0.000
H 3.978 -2.920 -1.502 0.0 0.1 -0.1 0.000
H -1.596 -0.619 -3.693 -0.2 -0.1 0.1 0.000
H -0.045 -2.648 0.958 -0.1 0.2 -0.2 -0.002
H 3.281 1.110 1.974 -0.1 0.1 0.0 -0.001
H -2.317 -2.525 -2.592 -0.1 -0.1 0.1 0.001
H 4.195 -1.154 -2.930 0.2 0.4 -0.2 0.001
H 3.379 -0.416 1.816 -0.1 -0.1 -0.1 0.000
H -0.594 1.645 2.919 -0.1 0.0 -0.4 -0.003
H 0.263 2.835 -0.415 -0.3 -0.2 0.3 -0.001
H -2.213 -2.686 -0.879 0.1 0.0 0.1 0.000
```
Positions in Å, forces in eV/Å.

Computed properties:
Net charge: +2
Molar mass, g mol⁻¹: 447.31
HOMO level (alpha / beta), Ha: -0.5728 / -0.5685
Multiplicity: 3